A 7-piece molecular cluster, C7H25O7 overall at a distorted geometry. Source: the OMol25 dataset; level of theory: wB97M-V/def2-TZVPD.

```
39
Properties=species:S:1:pos:R:3
C 2.59077 -1.49147 -0.43027
O 2.84721 -2.84910 -0.00880
C 2.70128 -0.70427 0.84798
C 1.30242 -0.70655 1.49665
C 0.23563 0.01525 0.71879
C -3.56101 -0.01912 0.53461
C -2.14206 0.41433 0.08088
C -1.10756 -0.26749 0.73564
H 1.58609 -1.37963 -0.83098
H 3.27262 -1.39886 -1.27734
H 2.85065 0.37759 0.72831
H 3.48926 -1.06338 1.48665
H 1.32293 -0.30310 2.50408
H 0.93649 -1.72362 1.65729
H 2.49323 -3.56567 -0.54218
H 0.57611 0.91480 0.19745
H -4.31634 0.67868 0.17293
H -3.56476 0.10980 1.62211
H -3.71335 -1.07896 0.27833
H -2.03869 1.00289 -0.82442
H -1.50478 -1.05705 1.37454
H -0.97959 2.61519 -3.07275
H -2.50186 2.25777 -2.91411
O -1.75056 2.24201 -3.50998
H 1.47988 2.28808 3.10119
H 2.02226 0.71536 3.25805
O 2.19490 1.66151 3.20268
H 0.91697 -3.11157 -2.39957
H -0.22496 -3.52369 -1.51490
O 0.65640 -3.80652 -1.78116
H -1.27451 -0.71719 -2.26861
H -0.09644 -1.04681 -1.40144
O -0.40553 -1.13870 -2.31888
H -1.30289 2.64247 -1.28014
H -0.83927 3.50829 -0.04888
O -1.38109 3.48964 -0.84671
H -1.16287 1.70014 2.45496
H -2.18417 2.02916 1.39217
O -1.58512 2.45980 2.04220
```

Summary:
Lowest unoccupied orbital energy   3.21 eV
Frontier orbital gap   5.4481 eV
E   -808.32728 a.u.
Highest occupied orbital energy   -2.24 eV
Max |F|   2.1 eV/Å
Molar mass   221.27 g mol⁻¹
Total charge   -1

Atomic partial charges in e from the Mulliken method, atoms 1 to 5: 1.18, -0.59, -0.82, -0.46, -0.28